Record 1
C5H6O in the gas phase, computed with wB97M-V/def2-TZVPD.

Values from the calculation:
ΔE to the lowest compared entry with this formula, charge and spin in kcal/mol: 109.7
M in Da: 82.1
HOMO-LUMO gap in eV: 7.77
Highest occupied orbital energy in hartree: -0.3109

Bonds (Å) are listed after each position.
Geometry (Å):
1 C 1.130 1.824 -1.411  C2 1.378, H7 1.089, H9 1.085
2 C 0.768 1.090 -0.303  C1 1.378, C3 1.289, H8 1.172
3 C 0.640 0.103 0.518  C2 1.289, C4 1.437
4 C -0.443 -0.573 1.177  C3 1.437, O5 1.222, C6 1.518
5 O -1.058 -0.063 2.103  C4 1.222
6 C -0.710 -1.991 0.707  C4 1.518, H10 1.095, H11 1.095, H12 1.093
7 H 1.328 1.351 -2.373  C1 1.089
8 H -0.132 1.829 -0.435  C2 1.172
9 H 1.135 2.909 -1.378  C1 1.085
10 H -0.331 -2.180 -0.302  C6 1.095
11 H -0.221 -2.688 1.396  C6 1.095
12 H -1.787 -2.178 0.745  C6 1.093


Record 2
C22H25N3O in the gas phase, computed with wB97M-V/def2-TZVPD.

Values from the calculation:
ΔE to the lowest compared entry with this formula, charge and spin in kcal/mol: 22.6
SMILES string: Cc1ccc2c(C(=O)CN3CCN(c4ccccc4)CC3)c(C)[nH]c2c1
M in Da: 347.5
HOMO-LUMO gap in eV: 8.20
Highest occupied orbital energy in hartree: -0.2789

Bonds (Å) are listed after each position.
Geometry (Å):
1 C -5.339 -2.529 1.251  C2 1.498, H27 1.087, H28 1.089, H29 1.089
2 C -4.338 -1.575 0.673  C1 1.498, C3 1.401, C26 1.381
3 C -4.230 -0.282 1.201  C2 1.401, C4 1.377, H30 1.081
4 C -3.332 0.643 0.719  C3 1.377, C5 1.396, H31 1.079
5 C -2.482 0.289 -0.330  C4 1.396, C6 1.444, C25 1.414
6 C -1.465 0.948 -1.114  C5 1.444, C7 1.459, C22 1.388
7 C -0.871 2.275 -0.980  C6 1.459, O8 1.221, C9 1.531
8 O -0.352 2.847 -1.925  C7 1.221
9 C -0.828 2.932 0.402  C7 1.531, N10 1.450, H32 1.088, H33 1.096
10 N 0.280 2.550 1.254  C9 1.450, C11 1.446, C21 1.444
11 C 1.610 2.849 0.772  N10 1.446, C12 1.532, H34 1.091, H35 1.097
12 C 2.224 1.719 -0.060  C11 1.532, N13 1.452, H36 1.089, H37 1.101
13 N 2.232 0.488 0.709  C12 1.452, C14 1.390, C20 1.447
14 C 3.142 -0.505 0.365  N13 1.390, C15 1.400, C19 1.398
15 C 4.498 -0.183 0.232  C14 1.400, C16 1.379, H38 1.080
16 C 5.435 -1.153 -0.055  C15 1.379, C17 1.386, H39 1.081
17 C 5.056 -2.477 -0.212  C16 1.386, C18 1.383, H40 1.079
18 C 3.721 -2.811 -0.076  C17 1.383, C19 1.383, H41 1.081
19 C 2.774 -1.843 0.205  C14 1.398, C18 1.383, H42 1.079
20 C 0.892 0.110 1.108  N13 1.447, C21 1.538, H43 1.092, H44 1.100
21 C 0.248 1.260 1.902  N10 1.444, C20 1.538, H45 1.091, H46 1.097
22 C -1.072 0.042 -2.089  C6 1.388, C23 1.484, N24 1.359
23 C -0.036 0.155 -3.146  C22 1.484, H47 1.090, H48 1.086, H49 1.092
24 N -1.749 -1.124 -1.920  C22 1.359, C25 1.370, H50 1.007
25 C -2.624 -1.009 -0.873  C5 1.414, N24 1.370, C26 1.387
26 C -3.529 -1.940 -0.385  C2 1.381, C25 1.387, H51 1.081
27 H -5.312 -3.484 0.733  C1 1.087
28 H -5.134 -2.700 2.307  C1 1.089
29 H -6.344 -2.117 1.171  C1 1.089
30 H -4.885 -0.004 2.014  C3 1.081
31 H -3.319 1.631 1.152  C4 1.079
32 H -1.745 2.742 0.956  C9 1.088
33 H -0.737 4.011 0.234  C9 1.096
34 H 1.578 3.763 0.178  C11 1.091
35 H 2.243 3.018 1.651  C11 1.097
36 H 3.241 1.989 -0.343  C12 1.089
37 H 1.640 1.585 -0.983  C12 1.101
38 H 4.822 0.836 0.377  C15 1.080
39 H 6.475 -0.875 -0.148  C16 1.081
40 H 5.791 -3.235 -0.435  C17 1.079
41 H 3.407 -3.838 -0.197  C18 1.081
42 H 1.739 -2.139 0.286  C19 1.079
43 H 0.949 -0.760 1.765  C20 1.092
44 H 0.266 -0.141 0.240  C20 1.100
45 H -0.784 0.997 2.138  C21 1.091
46 H 0.804 1.368 2.842  C21 1.097
47 H -0.452 -0.127 -4.113  C23 1.090
48 H 0.320 1.179 -3.206  C23 1.086
49 H 0.804 -0.509 -2.930  C23 1.092
50 H -1.628 -1.946 -2.489  N24 1.007
51 H -3.601 -2.922 -0.831  C26 1.081


Record 3
C3H6N4O in the gas phase, computed with wB97M-V/def2-TZVPD.

Values from the calculation:
ΔE to the lowest compared entry with this formula, charge and spin in kcal/mol: 113.8
M in Da: 114.1
HOMO-LUMO gap in eV: 8.60
Highest occupied orbital energy in hartree: -0.2919

Bonds (Å) are listed after each position.
Geometry (Å):
1 C -2.076 0.806 -0.265  N4 1.236, N7 1.312
2 C 0.705 -1.198 0.374  N6 1.354, O8 1.200, H9 1.153
3 C 2.363 0.438 -0.480  N6 1.461, H10 1.049, H11 1.041, H12 1.111
4 N -1.022 1.056 0.330  C1 1.236, N5 1.238
5 N 0.210 1.178 0.342  N4 1.238, N6 1.458
6 N 1.015 0.039 -0.080  C2 1.354, C3 1.461, N5 1.458
7 N -3.138 0.053 -0.103  C1 1.312, H13 1.000, H14 0.966
8 O -0.409 -1.557 0.641  C2 1.200
9 H 1.546 -1.939 0.644  C2 1.153
10 H 2.360 0.833 -1.451  C3 1.049
11 H 2.597 1.104 0.284  C3 1.041
12 H 2.953 -0.485 -0.292  C3 1.111
13 H -3.912 -0.017 -0.733  N7 1.000
14 H -3.192 -0.312 0.790  N7 0.966


Record 4
C11H18OSi in the gas phase, computed with wB97M-V/def2-TZVPD.

Values from the calculation:
ΔE to the lowest compared entry with this formula, charge and spin in kcal/mol: 119.3
SMILES string: C[Si](C)(C)[C@H]1[C@@H]2C[C@@H]3/C(=C/O)[C@@H]3[C@@H]21
M in Da: 194.4
HOMO-LUMO gap in eV: 9.45
Highest occupied orbital energy in hartree: -0.3190

Bonds (Å) are listed after each position.
Geometry (Å):
1 C -3.090 -1.048 0.595  Si2 1.914, H14 1.118, H15 1.044, H16 1.078
2 Si -1.908 0.313 -0.047  C1 1.914, C3 1.870, C4 1.976, C5 1.903
3 C -2.542 1.060 -1.639  Si2 1.870, H17 1.070, H18 0.999, H19 1.113
4 C -1.977 1.762 1.295  Si2 1.976, H20 1.040, H21 1.099, H22 1.067
5 C -0.074 -0.190 -0.126  Si2 1.903, C6 1.491, C13 1.515, H23 1.160
6 C 0.466 -1.578 -0.052  C5 1.491, C7 1.526, C13 1.523, H24 1.075
7 C 1.763 -1.983 0.643  C6 1.526, C8 1.538, H25 1.102, H26 1.136
8 C 2.875 -1.160 -0.031  C7 1.538, C9 1.477, C12 1.539, H27 1.110
9 C 2.840 0.313 0.066  C8 1.477, C10 1.300, C12 1.475
10 C 2.939 1.332 0.868  C9 1.300, O11 1.332, H28 1.108
11 O 2.818 2.613 0.525  C10 1.332, H29 0.977
12 C 2.278 -0.294 -1.155  C8 1.539, C9 1.475, C13 1.552, H30 1.182
13 C 0.786 -0.709 -1.261  C5 1.515, C6 1.523, C12 1.552, H31 1.073
14 H -4.032 -0.626 1.023  C1 1.118
15 H -3.426 -1.694 -0.154  C1 1.044
16 H -2.771 -1.658 1.424  C1 1.078
17 H -2.830 2.088 -1.699  C3 1.070
18 H -2.073 0.792 -2.480  C3 0.999
19 H -3.486 0.495 -1.812  C3 1.113
20 H -1.005 2.081 1.482  C4 1.040
21 H -2.415 2.669 0.855  C4 1.099
22 H -2.360 1.520 2.261  C4 1.067
23 H 0.658 0.309 0.621  C5 1.160
24 H -0.186 -2.432 -0.025  C6 1.075
25 H 1.903 -3.028 0.323  C7 1.102
26 H 1.778 -1.674 1.736  C7 1.136
27 H 3.819 -1.741 -0.088  C8 1.110
28 H 3.460 1.080 1.813  C10 1.108
29 H 2.560 2.581 -0.417  O11 0.977
30 H 2.671 -0.218 -2.267  C12 1.182
31 H 0.563 -0.977 -2.275  C13 1.073